Entry 1:
15
Properties=species:S:1:pos:R:3 method="wB97M-V/def2-TZVPD" e_lumo_ev=0.9 smiles=C[C@@]1(CC#N)CN1 homo_lumo_gap_ev=10.857
C -0.984 1.177 -0.247
C -0.264 -0.159 -0.219
C 1.172 -0.094 -0.745
C 2.013 0.593 0.246
N 2.619 1.113 1.084
C -0.417 -1.056 0.941
N -0.823 -1.505 -0.393
H -0.456 1.854 0.441
H -0.971 1.651 -1.238
H -2.023 1.094 0.086
H 1.254 0.413 -1.713
H 1.531 -1.118 -0.876
H -1.229 -0.802 1.625
H 0.439 -1.566 1.369
H -1.820 -1.634 -0.308

***

Entry 2:
38
Properties=species:S:1:pos:R:3 method="wB97M-V/def2-TZVPD" e_lumo_ev=-0.1 smiles="N[C@@H](CO)CC(=O)O.O.O.O.O.O.O.O" homo_lumo_gap_ev=10.057
N 0.467 -0.191 0.257
C 0.536 1.145 -0.325
C 0.615 2.257 0.700
O -0.726 2.655 1.123
C 1.719 1.133 -1.363
C 1.413 0.210 -2.520
O 1.912 -0.849 -2.755
O 0.718 0.914 -3.481
H 1.062 -0.279 1.075
H -0.428 -0.466 0.651
H -0.282 1.223 -1.055
H 0.989 3.201 0.309
H 1.146 1.934 1.588
H -1.287 1.885 0.962
H 2.543 0.654 -0.822
H 1.879 2.161 -1.682
H 0.382 0.284 -4.140
O -0.197 1.203 4.085
H 0.397 1.035 3.339
H -0.707 1.950 3.747
O -3.101 -0.330 -0.823
H -3.805 -0.876 -0.459
H -2.339 -0.937 -0.844
O -2.001 0.051 -3.222
H -2.577 0.539 -2.621
H -1.174 0.552 -3.187
O 2.269 0.361 3.249
H 2.466 0.592 4.161
H 3.092 0.211 2.776
O -0.743 -3.871 1.022
H -1.125 -3.104 0.549
H -0.632 -3.538 1.920
O -0.861 -2.109 -0.980
H 0.091 -1.929 -0.921
H -0.870 -2.938 -1.476
O -0.606 -1.319 2.879
H 0.250 -0.906 3.030
H -1.102 -1.039 3.656

***

Entry 3:
11
Properties=species:S:1:pos:R:3 method="wB97M-V/def2-TZVPD" e_lumo_ev=0.1 homo_lumo_gap_ev=8.755
O 2.228 1.542 0.624
C 1.626 0.582 0.389
C 1.222 -0.684 0.188
C -0.071 -1.117 -0.255
C -1.119 -0.302 -0.495
C -1.177 1.065 -0.021
O -0.290 1.898 0.066
H 2.047 -1.383 0.282
H -0.220 -2.195 -0.347
H -2.077 -0.677 -0.828
H -2.169 1.272 0.397

***

Entry 4:
108
Properties=species:S:1:pos:R:3 method="wB97M-V/def2-TZVPD" total_charge=-2 e_lumo_ev="4.1 / 4.1" homo_lumo_gap_ev="4.382 / 4.397" s_squared=2.025 multiplicity=3
Mo -0.689 -0.863 -0.434
O -3.737 1.998 0.418
C -2.782 1.218 0.455
N -2.425 0.368 -0.626
C -3.198 0.238 -1.718
O -4.042 0.976 -2.214
C -2.992 -1.126 -2.391
C -3.813 -1.503 -3.443
C -3.714 -2.796 -3.925
C -2.805 -3.673 -3.347
C -1.997 -3.209 -2.323
N -2.086 -1.964 -1.867
C -1.955 1.013 1.605
C -2.389 1.357 2.890
C -1.818 0.887 4.039
C -0.738 -0.051 3.874
C -0.284 -0.413 2.666
N -0.777 0.164 1.452
H -4.513 -0.772 -3.821
H -4.352 -3.127 -4.738
H -2.708 -4.699 -3.675
H -1.257 -3.847 -1.863
H -3.257 2.007 2.916
H -2.188 1.149 5.019
H -0.254 -0.491 4.741
H 0.558 -1.074 2.503
N -1.268 -6.037 6.537
C -1.513 -5.460 5.277
C -1.230 -4.117 5.050
C -1.501 -3.539 3.823
C -2.051 -4.300 2.807
C -2.350 -5.636 3.025
C -2.085 -6.214 4.256
S -2.442 -3.567 1.236
O -3.513 -2.634 1.429
O -2.655 -4.672 0.328
N -1.133 -2.715 0.831
C 0.041 -3.315 0.540
N 0.795 -2.433 -0.171
C 1.996 -2.805 -0.581
C 2.482 -4.073 -0.276
C 1.637 -4.899 0.447
N 0.417 -4.546 0.862
H -0.530 -5.574 7.045
H -1.092 -7.029 6.488
H -0.797 -3.517 5.843
H -1.296 -2.491 3.646
H -2.763 -6.221 2.216
H -2.315 -7.260 4.424
H 2.558 -2.082 -1.158
H 3.458 -4.396 -0.604
H 1.950 -5.906 0.707
C 1.467 4.190 -3.760
O 1.757 3.313 -4.834
C 1.535 1.983 -4.614
C 2.000 1.127 -5.630
C 1.816 -0.221 -5.475
C 1.203 -0.797 -4.345
C 1.080 -2.251 -4.296
C 1.429 -3.049 -5.552
O 0.733 -2.886 -3.313
C 0.724 0.082 -3.311
O 0.116 -0.294 -2.250
C 0.905 1.484 -3.503
H 1.794 5.178 -4.082
H 2.012 3.894 -2.861
H 0.396 4.212 -3.543
H 2.492 1.547 -6.495
H 2.180 -0.873 -6.259
H 2.503 -3.016 -5.744
H 0.920 -2.675 -6.440
H 1.134 -4.079 -5.362
H 0.523 2.120 -2.715
C 0.252 0.624 0.553
Ge 0.700 2.458 0.739
C 1.064 2.786 2.652
C 0.314 3.645 3.448
C 0.613 3.824 4.793
C 1.676 3.146 5.366
C 2.437 2.285 4.586
C 2.128 2.109 3.248
C -0.338 4.034 0.108
C 0.226 5.005 -0.718
C -0.501 6.103 -1.156
C -1.826 6.253 -0.775
C -2.410 5.297 0.041
C -1.675 4.204 0.476
C 2.480 2.642 -0.119
C 2.970 1.601 -0.904
C 4.210 1.684 -1.524
C 4.999 2.812 -1.351
C 4.540 3.851 -0.551
C 3.295 3.761 0.055
H -0.526 4.178 3.021
H 0.001 4.485 5.395
H 1.906 3.278 6.417
H 3.266 1.742 5.026
H 2.715 1.419 2.650
H 1.261 4.915 -1.025
H -0.032 6.837 -1.804
H -2.406 7.099 -1.129
H -3.454 5.374 0.317
H -2.170 3.444 1.067
H 2.352 0.719 -1.033
H 4.555 0.870 -2.151
H 5.966 2.883 -1.835
H 5.154 4.733 -0.401
H 2.955 4.580 0.680

***

Entry 5:
39
Properties=species:S:1:pos:R:3 method="wB97M-V/def2-TZVPD" total_charge=-1 e_lumo_ev=2.0 homo_lumo_gap_ev=6.858
B 3.578 -3.396 -2.989
C 2.431 -3.372 -4.213
C 1.471 -2.052 -3.851
C 0.196 -2.620 -2.991
N -1.104 -2.992 -3.677
O 0.219 -2.748 -1.637
H 2.985 -3.326 -1.950
H 4.286 -4.333 -3.051
H 4.152 -2.359 -3.096
H 1.801 -4.385 -4.235
H 2.937 -3.175 -5.273
H 2.101 -1.350 -3.133
H 1.196 -1.487 -4.839
H -1.856 -2.685 -2.994
H -1.130 -4.034 -3.745
C -2.695 -0.079 0.193
O -3.496 0.352 1.008
N -2.295 0.630 -0.878
N -2.141 -1.300 0.294
H -1.637 0.292 -1.560
H -2.689 1.555 -0.991
H -2.415 -1.867 1.086
H -1.480 -1.673 -0.367
C -2.390 1.560 4.463
O -3.555 1.477 4.817
N -1.407 1.969 5.285
N -1.984 1.248 3.218
H -0.442 2.044 5.011
H -1.670 2.214 6.230
H -2.693 0.935 2.568
H -1.029 1.309 2.908
C 1.234 3.781 2.026
O 0.974 2.777 1.381
N 0.697 4.030 3.233
N 2.082 4.728 1.585
H 0.899 4.851 3.779
H 0.054 3.341 3.602
H 2.508 4.580 0.680
H 2.308 5.562 2.101

***

Entry 6:
128
Properties=species:S:1:pos:R:3 method="wB97M-V/def2-TZVPD" e_lumo_ev=-1.1 smiles="C[C@@H](Cl)Cc1ccc(O)c2c1C(=O)c1cccc(P(O)Cl)c1C2=O.C[C@@H]1COC(=O)O1.C[C@@H]1COC(=O)O1.C[C@@H]1COC(=O)O1.C[C@@H]1COC(=O)O1.C[C@@H]1COC(=O)O1.C[C@@H]1COC(=O)O1.C[C@@H]1COC(=O)O1" homo_lumo_gap_ev=7.643
C 6.778 -6.829 -0.067
C 5.367 -6.074 -0.360
Cl 5.576 -4.676 -1.527
C 4.240 -7.156 -0.846
C 3.274 -7.360 0.424
C 3.298 -8.652 1.321
C 2.371 -8.752 2.557
C 1.367 -7.626 2.994
O 0.518 -7.727 4.141
C 1.348 -6.357 2.103
C 2.288 -6.246 0.844
C 2.215 -4.871 -0.001
O 2.186 -4.827 -1.252
C 2.129 -3.548 0.921
C 2.958 -2.283 0.573
C 2.841 -1.073 1.550
C 1.914 -1.183 2.815
C 1.085 -2.459 3.161
P 0.037 -2.510 4.731
O 0.864 -1.444 5.810
Cl 0.211 -4.427 5.682
C 1.195 -3.660 2.184
C 0.425 -5.064 2.401
O -0.781 -5.150 2.728
H 6.548 -7.957 -0.004
H 7.196 -6.508 0.960
H 7.517 -6.610 -0.914
H 5.032 -5.634 0.654
H 3.698 -6.737 -1.763
H 4.744 -8.129 -1.183
H 4.014 -9.523 1.119
H 2.433 -9.679 3.211
H 0.380 -8.697 4.265
H 3.603 -2.294 -0.369
H 3.465 -0.155 1.306
H 1.912 -0.249 3.485
H 1.823 -1.658 5.658
C 2.420 4.841 4.069
C 2.550 3.426 3.551
C 3.480 2.574 4.363
O 3.969 1.646 3.398
C 3.898 2.265 2.188
O 4.415 1.855 1.184
O 3.169 3.410 2.262
H 1.634 5.369 3.523
H 2.173 4.858 5.132
H 3.341 5.405 3.910
H 1.563 2.965 3.461
H 2.962 2.054 5.172
H 4.328 3.126 4.781
C -2.989 5.510 0.892
C -1.630 5.243 1.505
C -1.106 3.870 1.215
O -0.286 3.604 2.349
C -0.791 4.340 3.378
O -0.474 4.204 4.527
O -1.706 5.247 2.932
H -3.259 6.562 1.019
H -2.997 5.280 -0.173
H -3.769 4.926 1.389
H -0.918 6.016 1.199
H -0.515 3.840 0.299
H -1.885 3.107 1.161
C 5.197 9.306 7.076
C 5.004 7.805 7.064
C 5.136 7.195 5.699
O 4.292 6.053 5.785
C 3.343 6.339 6.724
O 2.351 5.690 6.912
O 3.667 7.463 7.423
H 5.225 9.675 8.104
H 6.129 9.593 6.583
H 4.362 9.815 6.585
H 5.682 7.330 7.781
H 6.164 6.898 5.477
H 4.771 7.840 4.893
C -3.225 -0.933 -2.638
C -3.069 0.542 -2.336
C -2.154 0.823 -1.180
O -2.673 2.045 -0.665
C -3.994 2.078 -0.991
O -4.783 2.860 -0.543
O -4.304 1.103 -1.891
H -3.788 -1.070 -3.563
H -2.255 -1.423 -2.750
H -3.792 -1.440 -1.851
H -2.754 1.081 -3.235
H -1.116 0.948 -1.496
H -2.197 0.065 -0.392
C -8.265 -1.102 -6.234
C -7.638 -2.273 -5.509
C -7.741 -2.177 -4.014
O -6.591 -2.892 -3.578
C -5.670 -2.799 -4.575
O -4.518 -3.110 -4.465
O -6.227 -2.302 -5.716
H -8.281 -1.290 -7.311
H -9.291 -0.928 -5.901
H -7.682 -0.188 -6.086
H -8.057 -3.215 -5.878
H -8.652 -2.641 -3.632
H -7.680 -1.152 -3.636
C -3.621 -5.397 -7.175
C -4.947 -6.102 -7.370
C -4.919 -7.550 -6.976
O -5.905 -8.121 -7.827
C -5.968 -7.336 -8.937
O -6.542 -7.632 -9.945
O -5.288 -6.168 -8.753
H -3.737 -4.324 -7.347
H -3.236 -5.542 -6.163
H -2.877 -5.749 -7.895
H -5.743 -5.561 -6.847
H -5.182 -7.697 -5.926
H -3.960 -8.038 -7.173
C 1.518 8.609 -1.536
C 1.318 7.108 -1.540
C 1.440 6.491 -2.902
O 0.589 5.354 -2.804
C -0.350 5.647 -1.865
O -1.342 5.002 -1.673
O -0.020 6.774 -1.172
H 1.553 8.982 -0.509
H 2.449 8.888 -2.035
H 0.683 9.119 -2.025
H 1.997 6.634 -0.823
H 2.464 6.187 -3.128
H 1.073 7.133 -3.709